Computed, not measured: an isolated molecule of C2H3NOS2 in a non-equilibrium geometry, with the ωB97M-V functional and the def2-TZVPD basis.

Summary:
Relative energy (zero: lowest compared OMol25 entry of this formula, charge and spin) in kcal/mol: 38.14
Molecular weight in g mol⁻¹: 121.19
LUMO level in eV: -0.4
SMILES: O=CSNC=S
Highest occupied orbital energy in eV: -9.17
2S+1: 1
Frontier orbital gap in eV: 8.8

Each line ends with the Mulliken charge.
Element x y z (Å)
1 O -3.21705 -0.90639 -0.10879  -0.419
2 C -1.99014 -0.83710 0.01689  0.176
3 S -1.22719 0.91914 0.12194  -0.020
4 N 0.39198 0.73450 -0.34534  -0.233
5 C 1.35870 0.05232 0.38978  -0.086
6 S 2.88506 -0.42804 -0.06182  -0.266
7 H -1.15428 -1.55624 -0.11929  0.314
8 H 0.59786 0.81644 -1.30069  0.264
9 H 0.81172 -0.29960 1.30568  0.271

---

Computed, not measured: a cluster of 10 separate species, C38H41Cl6N7 in total in a non-equilibrium geometry, with the ωB97M-V functional and the def2-TZVPD basis.

Summary:
Relative energy (zero: lowest compared OMol25 entry of this formula, charge and spin) in kcal/mol: 67.17
Molecular weight in g mol⁻¹: 808.51
LUMO level in eV: 0.2
SMILES: c1ccncc1.c1ccncc1.c1ccncc1.c1ccncc1.c1ccncc1.c1ccncc1.c1ccncc1.ClCCl.ClCCl.ClCCl
Highest occupied orbital energy in eV: -9.39
2S+1: 1
Frontier orbital gap in eV: 9.6

Each line ends with the Mulliken charge.
Element x y z (Å)
1 C 0.18155 1.82836 0.36034  -0.242
2 C 0.14048 1.64322 1.71686  -0.451
3 C -0.35412 0.35540 2.13233  -0.220
4 N -0.77411 -0.61142 1.28405  -0.534
5 C -0.79390 -0.35311 -0.04100  -0.235
6 C -0.24278 0.84116 -0.52620  -0.342
7 H 0.57139 2.73217 -0.08414  0.435
8 H 0.61673 2.38041 2.34626  0.396
9 H -0.43324 0.18063 3.19516  0.366
10 H -1.21373 -1.04574 -0.75541  0.411
11 H -0.20736 0.98303 -1.59625  0.411
12 C 6.00704 0.63060 -1.84949  -0.205
13 C 6.92042 0.72903 -2.88466  -0.329
14 C 6.83230 1.81763 -3.69520  -0.191
15 N 5.92842 2.79369 -3.54419  -0.535
16 C 5.08522 2.81719 -2.46564  -0.252
17 C 5.14966 1.69537 -1.57137  -0.355
18 H 5.99193 -0.30102 -1.30335  0.375
19 H 7.56649 -0.10719 -3.10767  0.357
20 H 7.61386 2.03710 -4.40750  0.350
21 H 4.40167 3.63805 -2.30641  0.403
22 H 4.50382 1.62630 -0.70851  0.381
23 C -2.00853 -4.15879 -7.89477  -0.187
24 C -2.87741 -4.80452 -6.98927  -0.395
25 C -3.05386 -4.22918 -5.70732  -0.220
26 N -2.41031 -3.05161 -5.36571  -0.447
27 C -1.71583 -2.40803 -6.30253  -0.264
28 C -1.42699 -2.91976 -7.55883  -0.342
29 H -1.91164 -4.53529 -8.90237  0.347
30 H -3.57553 -5.55409 -7.33162  0.340
31 H -3.60431 -4.78647 -4.96378  0.417
32 H -1.24956 -1.48270 -5.99795  0.395
33 H -0.85006 -2.44152 -8.33655  0.354
34 C -8.00855 -5.10295 -2.01583  -0.170
35 C -7.21165 -6.26723 -2.04763  -0.275
36 C -5.93085 -6.27092 -1.47733  -0.250
37 N -5.37584 -5.14229 -1.05931  -0.521
38 C -6.13618 -4.02066 -1.10084  -0.181
39 C -7.46295 -3.94292 -1.51458  -0.427
40 H -9.01669 -5.07405 -2.40212  0.360
41 H -7.72172 -7.06019 -2.57435  0.327
42 H -5.42646 -7.22522 -1.44125  0.370
43 H -5.60144 -3.19580 -0.65356  0.405
44 H -8.02552 -3.02674 -1.41186  0.366
45 C 1.11700 -5.15591 -0.90791  -0.242
46 C 2.07203 -4.72749 -1.84633  -0.412
47 C 3.33358 -5.34940 -1.82258  -0.170
48 N 3.64692 -6.40757 -1.03399  -0.539
49 C 2.70613 -6.83681 -0.12942  -0.207
50 C 1.42875 -6.17646 -0.04236  -0.322
51 H 0.12251 -4.73470 -0.90628  0.426
52 H 1.90159 -3.88764 -2.50359  0.374
53 H 4.13843 -5.12644 -2.50734  0.379
54 H 2.99889 -7.61518 0.55967  0.366
55 H 0.72174 -6.48601 0.71309  0.345
56 C -2.38831 3.33064 -6.44974  -0.206
57 C -1.00230 3.36038 -6.51051  -0.330
58 C -0.22408 3.77712 -5.42431  -0.294
59 N -0.80144 4.10225 -4.27758  -0.457
60 C -2.13494 4.07206 -4.21123  -0.214
61 C -2.98397 3.77939 -5.29688  -0.320
62 H -3.00833 3.06199 -7.29223  0.390
63 H -0.64326 3.07302 -7.48770  0.336
64 H 0.85098 3.87264 -5.46327  0.401
65 H -2.61966 4.27693 -3.26811  0.346
66 H -4.06016 3.86281 -5.33245  0.354
67 C 1.44439 4.01311 9.33500  -0.277
68 C 1.43082 4.66396 10.61830  -0.295
69 C 0.22077 4.98817 11.20548  -0.218
70 N -0.97628 4.87769 10.50886  -0.535
71 C -0.97773 4.29166 9.27233  -0.126
72 C 0.25344 3.83954 8.64906  -0.327
73 H 2.38755 3.67062 8.93556  0.388
74 H 2.34940 4.95387 11.10674  0.340
75 H 0.20548 5.53176 12.13858  0.342
76 H -1.90211 4.16649 8.72806  0.352
77 H 0.14730 3.33348 7.70088  0.358
78 Cl -0.42559 -2.11567 8.04880  -0.142
79 C 0.11632 -3.02843 9.49001  -0.241
80 Cl 1.85721 -2.91181 9.90735  -0.145
81 H -0.51217 -2.73846 10.33203  0.278
82 H -0.10538 -4.06226 9.22517  0.250
83 Cl 1.72465 7.19716 1.38643  -0.133
84 C 0.10900 7.36693 0.67031  -0.248
85 Cl -1.11035 6.40380 1.61706  -0.159
86 H -0.21008 8.40860 0.70508  0.295
87 H 0.13092 7.07434 -0.37946  0.246
88 Cl 5.08526 6.03624 5.58271  -0.161
89 C 5.06831 4.32612 5.08483  -0.185
90 Cl 5.98338 4.26565 3.61648  -0.136
91 H 5.58735 3.81549 5.89597  0.252
92 H 4.05613 3.95642 4.92075  0.227

---

Computed, not measured: a cluster of 14 separate species, C22H72N10O14 in total in a non-equilibrium geometry, with the ωB97M-V functional and the def2-TZVPD basis.

Summary:
Relative energy (zero: lowest compared OMol25 entry of this formula, charge and spin) in kcal/mol: 203.73
Molecular weight in g mol⁻¹: 700.87
LUMO level in eV: -0.3
Highest occupied orbital energy in eV: -8.71
2S+1: 1
Frontier orbital gap in eV: 8.4

Each line ends with the Mulliken charge.
Element x y z (Å)
1 C -5.44200 -36.44000 -3.63600  -0.643
2 O -6.48400 -35.47400 -3.36400  -0.617
3 H -4.44900 -35.89800 -3.66200  0.021
4 H -5.57700 -36.83800 -4.70000  0.123
5 H -5.48200 -37.27900 -2.98600  0.445
6 H -6.44700 -35.20100 -2.39600  0.183
7 C 0.53200 -31.24200 -5.21600  -0.822
8 O -0.38100 -31.62700 -4.20300  -0.639
9 H 1.18700 -30.46700 -4.80800  0.444
10 H 0.03200 -30.64000 -5.94700  0.357
11 H 1.14500 -32.05000 -5.64900  0.185
12 H -0.64400 -30.80900 -3.73700  0.212
13 C -7.73000 -30.59100 -4.65100  -0.158
14 O -7.84900 -30.08600 -3.34900  -0.702
15 H -7.51300 -31.67300 -4.69800  -0.282
16 H -6.95200 -30.01900 -5.27800  0.117
17 H -8.59700 -30.36100 -5.13400  0.491
18 H -7.18100 -30.53000 -2.74400  0.323
19 C -8.19500 -34.55600 -6.05700  -1.250
20 O -9.05300 -33.50300 -5.69600  -0.650
21 H -8.07100 -34.75000 -7.13000  0.417
22 H -8.32800 -35.48700 -5.60300  0.615
23 H -7.16900 -34.37400 -5.72300  0.267
24 H -8.85000 -33.31200 -4.77100  0.336
25 C -1.26700 -31.37500 -1.19800  -0.641
26 O -1.18800 -32.74100 -1.19100  -0.508
27 H -1.79200 -31.08100 -2.05800  0.015
28 H -0.29600 -31.03000 -1.24700  0.403
29 H -1.69900 -30.94100 -0.29100  0.226
30 H -1.91500 -33.05100 -1.68100  0.190
31 C -6.65900 -31.91400 -7.65600  -0.457
32 O -5.92500 -32.28700 -6.52500  -0.981
33 N -7.91900 -32.24200 -7.88800  -0.270
34 N -6.08900 -31.11500 -8.54900  -0.239
35 H -8.43800 -32.72400 -7.12100  0.458
36 H -8.46200 -31.60600 -8.44200  0.238
37 H -5.05100 -31.11500 -8.51800  0.404
38 H -6.52100 -30.78300 -9.39200  0.191
39 C -5.57800 -31.25800 -1.58000  0.320
40 O -4.21600 -31.05700 -1.69300  -0.611
41 N -6.36400 -30.45500 -0.90400  -0.303
42 N -6.20700 -32.17000 -2.24500  -0.245
43 H -6.00900 -29.52200 -0.62100  0.254
44 H -7.32700 -30.66800 -0.58000  0.197
45 H -5.58400 -32.71000 -2.97700  -0.333
46 H -7.21400 -32.23000 -2.33200  0.548
47 C -2.98600 -30.83200 -7.75800  -0.149
48 O -2.03200 -29.85600 -8.04200  -0.791
49 N -3.55000 -31.67000 -8.54900  -0.010
50 N -3.51800 -30.96000 -6.58500  0.206
51 H -3.12200 -31.83900 -9.48500  0.315
52 H -3.83600 -32.51600 -7.97000  -0.038
53 H -3.43500 -30.04100 -6.08300  0.332
54 H -4.44200 -31.33900 -6.49300  -0.059
55 C -7.13600 -34.88600 -0.35800  0.522
56 O -7.31400 -36.25500 0.11800  -0.700
57 N -6.07800 -34.41800 -0.93900  -0.413
58 N -8.17500 -34.02900 -0.40600  -0.300
59 H -5.16300 -34.85100 -0.80900  -0.155
60 H -6.11000 -33.46000 -1.45800  0.815
61 H -9.02100 -34.36000 0.04500  0.285
62 H -8.10400 -33.02300 -0.26800  0.133
63 C -3.72500 -33.30300 -3.93400  -1.363
64 O -3.24300 -33.79300 -2.72600  0.725
65 N -4.97500 -33.50900 -4.33900  2.091
66 N -2.90600 -32.77100 -4.77600  1.216
67 H -5.65600 -34.22700 -3.88800  0.497
68 H -5.21500 -33.23600 -5.27500  -1.175
69 H -1.95300 -32.63000 -4.46700  -1.097
70 H -3.19900 -32.17000 -5.60200  0.184
71 C 0.60600 -34.51000 -7.49700  -1.474
72 C -0.33500 -33.36600 -7.71500  2.974
73 C 0.43500 -32.13000 -8.19300  -1.814
74 O -1.31600 -33.53900 -8.47200  -0.642
75 H 0.02900 -35.31100 -7.04000  0.224
76 H 1.42700 -34.27300 -6.84000  0.219
77 H 0.98500 -34.86600 -8.47500  0.447
78 H -0.72700 -32.92800 -6.78100  -0.813
79 H 0.78500 -32.31800 -9.21200  0.423
80 H 1.34000 -31.93200 -7.63600  0.416
81 H -0.08600 -31.17300 -8.33000  0.242
82 H -2.13000 -33.44500 -7.92200  -0.466
83 C -1.09200 -35.71200 -4.47100  0.531
84 C -0.07900 -34.98000 -3.63000  1.944
85 C 0.84300 -35.97900 -2.83600  -1.684
86 O 0.65600 -34.24600 -4.34200  -0.579
87 H -0.57900 -36.36800 -5.20700  0.539
88 H -1.82900 -35.08400 -4.91200  -1.370
89 H -1.70400 -36.33500 -3.80000  0.299
90 H -0.64400 -34.27700 -2.99700  -0.771
91 H 1.56200 -35.30700 -2.27100  0.347
92 H 1.42500 -36.56100 -3.48300  0.468
93 H 0.41100 -36.54700 -2.07300  0.176
94 H 0.36100 -33.34100 -4.18500  0.251
95 C -1.39300 -37.30500 -0.27600  -1.633
96 C -1.68900 -35.77700 -0.29400  2.142
97 C -3.19600 -35.52900 -0.19300  -0.858
98 O -1.08700 -35.01700 0.47600  -0.687
99 H -1.85900 -37.89600 0.52300  0.377
100 H -0.31400 -37.50900 -0.15000  0.462
101 H -1.58300 -37.77100 -1.27600  0.281
102 H -1.38600 -35.47000 -1.29000  -1.009
103 H -3.72600 -36.07100 -0.92600  0.254
104 H -3.40200 -34.44500 -0.29300  -0.030
105 H -3.64700 -35.88100 0.75500  0.303
106 H -1.18200 -34.15600 0.13100  0.512
107 C -5.03200 -34.81000 -8.79100  -1.371
108 C -4.41800 -34.99200 -7.47100  2.483
109 C -3.66500 -36.28800 -7.53600  -1.811
110 O -3.64000 -34.04600 -7.12000  2.451
111 H -4.26300 -34.49900 -9.52000  0.271
112 H -5.63100 -33.91400 -8.72400  0.180
113 H -5.59900 -35.65600 -9.22600  0.437
114 H -5.22400 -34.99200 -6.73100  -0.821
115 H -4.42900 -37.05000 -7.62800  0.511
116 H -3.12300 -36.46100 -6.59900  0.228
117 H -2.96900 -36.34000 -8.36300  0.341
118 H -3.54800 -33.99400 -6.18000  -1.598

---

Computed, not measured: the ion C7H12 with charge +1 in a non-equilibrium geometry, with the ωB97M-V functional and the def2-TZVPD basis.

Summary:
Relative energy (zero: lowest compared OMol25 entry of this formula, charge and spin) in kcal/mol: 52.28
Molecular weight in g mol⁻¹: 96.17
LUMO level (spin up / spin down) in eV: -4.1 / -8.2
Net charge: +1
Highest occupied orbital energy (spin up / spin down) in eV: -14.72 / -14.58
Expectation value of S²: 0.7545
2S+1: 2
Frontier orbital gap (spin up / spin down) in eV: 10.6 / 6.4

Each line ends with the Löwdin spin population.
Element x y z (Å)
1 C 2.15593 -0.42351 0.48851  0.006
2 C 0.70883 -0.52328 0.82711  0.066
3 C -0.19900 0.10130 -0.15228  0.260
4 C -1.41742 -0.26703 -0.58618  0.381
5 C -2.34202 -1.41515 -0.04655  0.048
6 C 0.31512 2.48579 -0.33913  0.069
7 C 0.29673 1.26634 -0.92473  0.052
8 H 2.56065 -1.07448 -0.34579  0.002
9 H 2.96475 -0.78717 1.19641  -0.001
10 H 2.51245 0.59473 0.13653  0.001
11 H 0.34952 -0.36828 1.91126  0.031
12 H 0.34620 -1.69881 0.98443  0.028
13 H -1.96638 0.37963 -1.36233  0.006
14 H -1.77645 -2.38798 0.04598  0.013
15 H -3.10652 -1.68027 -0.77232  0.000
16 H -2.63055 -1.18255 1.02028  0.021
17 H 0.65922 3.33197 -0.95283  0.004
18 H -0.00118 2.64768 0.72719  0.000
19 H 0.57010 1.00105 -1.85556  0.010